# C18H28N3O3PRhS3

A molecular structure, C18H28N3O3PRhS3 (ωB97M-V with the def2-TZVPD basis set, the Open Molecules 2025 dataset).

CARTESIAN COORDINATES (ANGSTROEM)
Rh (-1.286, 0.057, -0.247)
C (-4.939, 4.751, -0.680)
C (-3.783, 4.485, 0.256)
O (-2.717, 3.916, -0.516)
P (-1.557, 3.055, 0.192)
S (-0.921, 2.019, -1.366)
S (-2.342, 1.466, 1.211)
O (-1.260, 4.182, 1.382)
C (-0.254, 3.935, 2.370)
C (1.140, 3.808, 1.784)
H (-5.718, 5.313, -0.163)
H (-5.361, 3.815, -1.045)
H (-4.602, 5.332, -1.539)
H (-4.067, 3.782, 1.042)
H (-3.428, 5.403, 0.728)
H (-0.520, 3.034, 2.933)
H (-0.307, 4.789, 3.046)
H (1.205, 2.940, 1.129)
H (1.866, 3.682, 2.590)
H (1.402, 4.701, 1.215)
C (3.914, 1.461, 1.470)
C (3.256, 1.292, 0.108)
N (2.937, -0.097, -0.221)
C (3.993, -0.917, -0.816)
C (4.621, -1.882, 0.182)
C (1.732, -0.631, 0.007)
S (0.599, 0.271, 0.990)
N (1.545, -1.872, -0.431)
C (0.374, -2.462, -0.621)
O (-0.733, -1.899, -0.829)
C (0.383, -3.952, -0.659)
C (1.580, -4.661, -0.663)
C (1.568, -6.047, -0.684)
C (0.361, -6.732, -0.694)
C (-0.836, -6.027, -0.692)
C (-0.824, -4.642, -0.679)
H (4.071, 2.521, 1.677)
H (4.882, 0.962, 1.514)
H (3.274, 1.053, 2.253)
H (3.913, 1.660, -0.682)
H (2.333, 1.865, 0.057)
H (4.746, -0.230, -1.201)
H (3.577, -1.463, -1.661)
H (5.094, -1.345, 1.004)
H (5.383, -2.487, -0.312)
H (3.864, -2.548, 0.593)
H (2.513, -4.115, -0.657)
H (2.501, -6.595, -0.692)
H (0.352, -7.814, -0.707)
H (-1.778, -6.559, -0.699)
H (-1.747, -4.078, -0.682)
C (-5.449, -1.257, -1.748)
C (-4.121, -0.741, -1.458)
N (-3.077, -0.338, -1.238)
H (-5.788, -1.865, -0.911)
H (-5.419, -1.865, -2.649)
H (-6.140, -0.429, -1.892)

Computed properties:
E: -74538.6014 eV
largest force on an atom: 3.5 eV Å⁻¹
expectation value of S²: 0.75
multiplicity: 2
highest occupied orbital energy (alpha / beta): -6.115 / -7.609 eV
energy relative to the best compared isomer or geometry (same formula, charge and spin): 0.871 eV

Results of the Mulliken charge analysis, in e, for atoms 1 through 4: Rh 0.0683; C -1.2435; C -0.1014; O -0.2290

---

# C18H28N4O2S2SbSn

A molecular structure, C18H28N4O2S2SbSn (ωB97M-V with the def2-TZVPD basis set, the Open Molecules 2025 dataset).

CARTESIAN COORDINATES (ANGSTROEM)
Sn (1.210, 0.793, -1.417)
C (1.185, 4.344, 2.761)
C (2.136, 4.297, 1.563)
C (1.591, 3.502, 0.473)
N (1.169, 2.864, -0.381)
H (1.669, 4.885, 3.572)
H (0.953, 3.339, 3.101)
H (0.263, 4.863, 2.505)
H (3.092, 3.834, 1.817)
H (2.343, 5.292, 1.162)
C (-0.886, 1.945, -4.626)
C (-2.160, 1.823, -3.798)
Sb (-1.794, 0.749, -1.977)
C (-3.755, 0.518, -1.151)
C (-4.870, 0.973, -2.079)
C (-1.507, -1.199, -2.834)
C (-2.651, -1.671, -3.722)
H (-1.065, 2.491, -5.552)
H (-0.486, 0.966, -4.901)
H (-0.103, 2.484, -4.085)
H (-2.940, 1.301, -4.352)
H (-2.553, 2.808, -3.544)
H (-3.786, 1.051, -0.201)
H (-3.824, -0.546, -0.924)
H (-4.781, 2.029, -2.337)
H (-5.841, 0.838, -1.600)
H (-4.885, 0.407, -3.010)
H (-1.367, -1.866, -1.982)
H (-0.569, -1.188, -3.397)
H (-3.598, -1.702, -3.183)
H (-2.462, -2.679, -4.096)
H (-2.782, -1.025, -4.591)
N (4.276, -4.924, 3.357)
C (3.818, -3.739, 2.883)
C (3.684, -2.630, 3.734)
C (3.208, -1.432, 3.250)
C (2.860, -1.314, 1.907)
C (2.993, -2.405, 1.050)
C (3.463, -3.602, 1.528)
S (2.274, 0.200, 1.304)
O (3.061, 0.622, 0.133)
O (2.188, 1.124, 2.402)
N (0.853, -0.045, 0.566)
C (-0.268, -0.479, 1.252)
S (-0.339, -0.627, 2.971)
C (-1.936, -1.244, 2.827)
C (-2.306, -1.262, 1.529)
N (-1.358, -0.833, 0.629)
H (4.570, -5.017, 4.310)
H (4.415, -5.709, 2.749)
H (3.959, -2.720, 4.776)
H (3.104, -0.581, 3.908)
H (2.731, -2.315, 0.003)
H (3.569, -4.448, 0.861)
H (-2.500, -1.546, 3.693)
H (-3.265, -1.598, 1.167)

Computed properties:
total charge: +1
E: -63209.5271 eV
largest force on an atom: 0.2 eV Å⁻¹
highest occupied orbital energy: -10.763 eV
energy relative to the best compared isomer or geometry (same formula, charge and spin): 0.036 eV

Results of the Mulliken charge analysis, in e, for atoms 1 through 4: Sn 0.5960; C -1.0446; C -0.2368; C 0.4453

---

The lowest energy relative to the best compared isomer or geometry (same formula, charge and spin) belongs to which entry? C18H28N4O2S2SbSn